The following is a DFT calculation (wB97M-V/def2-TZVPD) of a molecular structure, C13H26ClF2N5O6S4.

Computed properties:
Total energy = -3488.5679 hartree

Element x y z (Å)
N: 2.7125 0.7541 -0.8419
O: -4.8182 0.6551 -4.2708
H: 0.1602 2.5454 -0.4774
S: -2.0534 1.4256 -1.7517
H: 2.0924 -3.5124 -0.8213
H: 1.8659 5.1691 0.6112
F: -6.1821 -1.2597 -4.4851
C: 2.0740 -2.1573 0.8767
N: 1.2373 0.1557 1.0152
C: -2.0521 -0.9332 0.8313
O: -5.6300 -2.3768 -0.8391
O: -6.5226 0.1315 -2.5907
H: 0.5461 -3.3544 0.0706
Cl: -0.3212 -0.4639 3.0423
C: 1.6304 -3.4334 0.1580
H: -2.0460 0.7883 -2.9363
H: 0.6557 -0.5803 -1.6935
F: -3.5331 -3.1682 -1.6435
N: -1.0217 0.4115 -0.8223
H: 3.0898 -0.1600 -0.6272
H: 1.5208 -4.5342 2.0226
C: -2.5984 -1.9978 0.8327
H: -0.0803 1.5531 1.9793
C: 1.4243 4.7293 -0.2809
C: -0.1065 0.5453 1.6000
H: 2.1659 -2.3810 1.9401
S: -4.9522 -2.5739 -2.0792
C: 2.0242 3.3451 -0.5805
H: 3.4631 1.8097 3.0160
O: 1.5247 2.0627 3.5943
S: -2.5598 1.5764 1.1987
N: -4.3909 -1.2516 -2.7613
H: 1.6960 1.4674 4.3302
C: 2.4603 1.7918 2.5760
H: 2.1867 3.2977 -1.6593
O: -5.4652 -3.5436 -2.9874
C: 2.3631 0.3900 1.9656
H: 2.4338 2.5868 1.8467
H: 0.4164 1.0840 -2.1234
C: 0.3497 0.3856 -1.2878
H: 2.9697 3.2762 -0.0543
H: 1.4167 -5.5413 0.5966
H: -1.7543 2.6491 1.2845
C: -1.3231 0.3204 0.6262
N: 1.0814 2.3294 -0.1128
H: 3.3108 0.2070 1.4722
O: 1.0308 -1.2063 0.6439
C: 1.3819 0.9363 -0.3108
H: 3.0640 -1.8525 0.5319
H: 2.3047 -0.3147 2.7876
H: -3.2717 -2.8069 0.9803
C: 1.9073 -4.6653 1.0131
H: 2.9715 -4.8908 1.0805
H: 2.6703 0.7975 -1.8532
H: 1.5890 5.4224 -1.1008
S: -5.4611 -0.3111 -3.4337
H: 0.3523 4.6713 -0.0981